DFT (wB97M-V/def2-TZVPD) results for C20H48BGaNO9 as an isolated structure at a distorted geometry.

```
! wB97M-V def2-TZVPD RIJCOSX def2/J DEFGRID3
* xyz -1 1
Ga 1.46834 4.25909 -0.34305
O -0.03376 0.16452 -3.14968
O 4.21710 2.47422 -3.22529
O 1.37666 -2.52859 -2.90701
O -4.01121 -2.32495 0.65779
O 0.09722 2.55192 1.71670
O -1.23313 -2.36843 -4.37512
O -4.95477 -5.07995 1.37310
O 1.98280 7.00492 0.88968
O -2.32415 -4.03743 2.53455
N 3.93114 5.41239 1.38612
C 4.88949 4.63836 0.51157
C 1.06438 -1.67095 -1.81293
C 1.63452 1.77403 3.70070
C -4.26538 -1.04055 1.20603
C -0.16681 -0.79606 -2.10018
C 2.73071 -2.45107 -3.32581
C 3.17120 2.58306 -2.37654
C -4.84229 -6.34213 0.76056
C -2.22673 -3.95119 1.11155
C 0.69855 2.92576 3.00555
C -2.57460 -2.59213 -4.01267
C 2.45358 2.50908 4.95689
C 1.09031 2.46670 0.63500
C -4.61266 -5.07584 2.76299
C -1.01733 -1.13811 -5.07412
C -2.62650 -2.60848 0.47823
C 2.25131 3.93706 -2.27466
C -3.63018 -3.94862 3.11422
C 3.84630 4.87494 2.79672
C 0.14711 -0.33133 -4.48048
B 2.57488 5.62790 0.74605
H -4.36807 -0.30928 0.39768
H -0.21006 3.11164 3.75752
H -5.20917 -1.08856 1.75754
H -1.99022 -1.80818 0.87596
H -2.58111 -3.20494 -3.09897
H -3.11637 -1.66551 -3.79098
H -2.45195 -2.66873 -0.60137
H 3.57983 3.73527 2.71781
H 3.16617 5.49040 3.52349
H -5.79337 -6.87411 0.82498
H -4.04071 -6.95419 1.18968
H 0.61714 1.74350 -0.18887
H -3.08728 -3.14442 -4.80251
H 1.29508 3.74027 -2.96075
H 5.80068 5.36917 0.27593
H 3.32988 -3.17986 -2.77031
H 1.96284 7.33150 -0.07833
H -4.60365 -6.18328 -0.30164
H 2.79807 4.91457 -2.62394
H -1.06018 -1.40013 -2.24816
H 1.20990 3.96840 2.86284
H -4.18396 -6.03746 3.07386
H -1.92141 -0.51541 -5.07954
H -3.48436 -0.72527 1.90585
H -5.54005 -4.92668 3.32457
H 3.14686 -1.44561 -3.20324
H 0.27694 0.55562 -5.10947
H 3.61621 2.38394 4.74814
H -2.74764 -4.78440 0.64323
H -0.36235 -0.21044 -1.19329
H -4.06907 -2.96974 2.91569
H 1.91403 -1.03424 -1.53690
H 2.77087 -2.70228 -4.38999
H 2.91545 1.66825 -1.69299
H 2.23802 3.66039 5.00179
H 1.01265 0.89059 4.20227
H -1.16557 -4.11003 0.88275
H 0.00605 4.92726 -0.61326
H -0.78084 -1.39222 -6.11200
H 4.42275 4.16924 -0.45287
H 2.46168 1.31680 3.01104
H 2.10510 1.93477 0.95151
H 2.25289 1.96862 5.99257
H -3.47399 -3.98462 4.19748
H 1.08550 -0.88252 -4.55714
H 4.95235 4.93414 3.24142
H 5.35948 3.78628 1.20188
H 0.83891 -2.31665 -0.95743
*
```

These are the Löwdin partial charges, in e, on atoms 1 to 5: 0.4142, -0.1189, -0.1674, -0.2054, -0.2040

DFT (wB97M-V/def2-TZVPD) results for C20H48IInO5P2Si as an isolated structure at a distorted geometry.

```
! wB97M-V def2-TZVPD RIJCOSX def2/J DEFGRID3
* xyz 2 1
I 4.36749 -0.96704 -2.76401
In 2.16032 -1.42872 -1.40476
P 0.57687 -1.36926 -3.52062
P 2.98112 -2.28310 0.91655
Si -0.62113 0.53054 0.36815
O -2.13756 0.29944 -0.25929
O 0.60894 -0.08782 -0.45988
O 3.98942 2.36392 -1.51371
O -0.63743 2.16761 0.54289
O -0.66853 -0.05346 1.94050
C -2.86772 2.15421 -1.67448
C -1.17402 -1.02501 -3.15321
C 3.39577 1.40743 -1.31597
C 4.47538 -1.36390 1.43979
C -1.63579 -0.23889 3.01808
C 1.59813 2.84000 0.20040
C -4.01614 1.82859 0.46153
C -0.91599 -0.88704 4.17778
C -0.19953 4.54389 0.43264
C -3.31131 1.11431 -0.66434
C -4.28475 0.15012 -1.30897
C 0.61491 -2.92006 -4.49783
C -2.73839 -1.15225 2.53747
C 3.45442 -4.04315 1.02374
C 0.30506 3.19706 0.88626
C 0.50318 3.25765 2.41226
C 2.91328 -3.44840 -2.27922
C 1.78973 -2.04669 2.29585
C 1.09489 -0.06403 -4.69033
C -2.23172 1.06820 3.49248
H 4.70232 -1.60899 2.47694
H -2.32680 -2.11783 2.27100
H 3.94878 -4.25072 1.98560
H -1.09068 4.85209 0.99864
H -2.16298 2.84423 -1.22511
H -1.27687 -0.22210 -2.40238
H 0.12100 -2.74374 -5.46821
H 4.13776 -4.32556 0.21225
H -2.43143 1.71081 -2.56945
H 1.45183 2.73842 -0.87154
H 1.64149 -3.26813 -4.67141
H -3.50528 -1.33034 3.29320
H 5.30804 -1.64629 0.79626
H 2.35397 -1.81979 3.22110
H 2.02785 1.91648 0.59302
H 4.29450 -0.29273 1.34757
H -4.41266 1.15736 1.22206
H 0.57549 5.30701 0.60771
H -5.15592 0.67832 -1.70466
H -3.21713 -0.73213 1.66960
H -3.82716 -0.39006 -2.14069
H -3.39884 2.58935 0.92284
H 2.34462 3.61091 0.34027
H 1.06560 -1.23138 2.09603
H 1.16884 0.88609 -4.15821
H 2.86125 -3.58178 -3.41385
H -3.74390 2.73470 -1.99361
H -2.91779 0.87549 4.33317
H 2.06967 -0.31500 -5.11686
H 2.00496 -3.95316 -1.74579
H 0.06868 -3.71151 -3.95373
H -0.41616 3.60262 2.90863
H 0.80215 2.27538 2.81215
H -0.42418 4.54721 -0.63752
H 1.23507 -2.98889 2.40594
H -2.81796 1.55319 2.70873
H -0.50332 -1.86019 3.93435
H -1.60149 -1.94409 -2.71942
H -0.09617 -0.27851 4.58172
H 3.82960 -3.88168 -1.88372
H -4.65451 -0.58062 -0.58979
H 2.55906 -4.67740 0.94265
H -4.87645 2.34706 0.02437
H 1.30549 3.98642 2.61983
H -1.69103 -0.75355 -4.08761
H -1.59430 -1.05750 5.02777
H -1.47323 1.78466 3.84788
H 0.34935 0.02176 -5.48747
*
```

Results
energy above the lowest of the compared OMol25 structures with the same formula, charge and spin = 72.9 kcal/mol

These are the Löwdin partial charges, in e, on atoms 1 to 5: 0.9149, 0.2088, 0.8112, 0.8170, 0.0575

DFT (wB97M-V/def2-TZVPD) results for a 3-piece molecular cluster, C20H48N2O9P overall at a distorted geometry.

```
! wB97M-V def2-TZVPD RIJCOSX def2/J DEFGRID3
* xyz -1 1
P 4.99701 -0.07836 -5.32276
O -0.53328 -2.82186 -4.57969
O 6.31972 -1.17373 -5.00117
O -2.25609 -3.61631 -3.38623
O 1.12343 0.99206 3.18895
O 0.81027 -0.89131 -1.03612
O -7.18440 4.34436 5.76448
O 3.92571 -1.40078 -5.76295
O -2.92837 2.82333 4.85492
O 4.42513 -0.25564 -3.67239
N -5.70259 1.75062 4.78660
N -0.97174 -0.24308 1.46455
C 6.60310 -2.18481 -5.92723
C 3.10922 -0.72738 -3.67611
C 0.04159 0.19640 3.64654
C -5.86036 4.82817 5.87976
C 0.78325 2.33082 2.89163
C 1.80538 -0.21822 -0.28224
C 0.58863 -1.96487 -4.24167
C 3.06375 -1.81506 -4.74651
C 6.17955 -3.57565 -5.43196
C -1.56575 -2.69757 -3.75193
C -0.00267 -1.79804 -0.32324
C -7.10950 2.11958 4.69550
C -4.89657 2.11597 3.62963
C -0.35191 -0.85334 2.63146
C 7.24015 -4.26074 -4.55405
C -3.42454 1.89597 3.89291
C -2.56950 2.25130 6.09472
C -1.20920 -1.15429 0.34885
C -7.46246 3.59894 4.59457
C 1.65983 -2.04310 -5.32083
H 7.07284 -4.01157 -3.50078
H -1.88225 1.40958 5.96327
H -3.44100 1.90342 6.66143
H 1.71294 2.86586 2.70821
H 0.54738 -1.43501 2.38680
H 1.43416 0.72864 0.12314
H 2.17985 -0.83976 0.53605
H 1.61293 -3.04315 -5.77041
H -0.81774 0.82813 3.89194
H 0.15498 2.41092 1.99752
H -5.42884 5.05869 4.90194
H 7.20990 -5.35242 -4.64186
H 2.40394 0.10622 -3.84468
H 7.69921 -2.19727 -6.06447
H 8.24921 -3.91687 -4.80117
H -5.02445 3.16795 3.33793
H -2.87237 2.05738 2.96389
H 0.36838 -0.30308 4.56415
H -1.77804 -1.66320 -3.43233
H -1.07351 -1.53468 3.09460
H 3.92569 0.89081 -5.56771
H 5.86388 -4.21843 -6.26056
H -5.20575 4.12031 6.39658
H -6.99499 4.07652 3.72472
H -0.38778 -2.50460 -1.06462
H -7.61133 1.72219 5.58129
H 2.63051 0.00795 -0.95548
H -1.87851 -1.94994 0.69309
H 2.91704 -1.14763 -2.67997
H 0.26029 2.80456 3.72935
H 5.86227 0.98828 -4.91344
H -3.23931 0.86750 4.21684
H 6.16443 -1.96281 -6.90944
H 1.48707 -1.32119 -6.12225
H -7.54240 1.60668 3.83015
H -5.89701 5.74358 6.47038
H -8.54377 3.66659 4.44986
H 0.60422 -2.38051 0.38165
H -2.06581 3.02414 6.67323
H 5.29535 -3.40078 -4.81534
H 3.43461 -2.74384 -4.28026
H -0.38853 0.51924 1.14362
H -5.19586 1.49602 2.77951
H 0.22345 -0.93619 -4.14476
H -1.75087 -0.59660 -0.41914
H 5.38162 0.00328 -6.70691
H -5.30348 2.17638 5.61297
H 0.98062 -2.26460 -3.26657
*
```

Results
energy above the lowest of the compared OMol25 structures with the same formula, charge and spin = 3.3 kcal/mol

These are the Löwdin partial charges, in e, on atoms 1 to 5: 0.4894, -0.0193, -0.3498, 0.0623, -0.1840

| no. | electronic energy (eV) |
| --- | --- |
| 1 | -94480.28799 |
| 2 | -71473.44828 |
| 3 | -52212.44093 |